[1]
This record from the OMol25 dataset describes one molecule with the formula C8H10N2 at a distorted geometry. The level of theory is ωB97M-V with the def2-TZVPD basis set.

Bonds (Å) are listed after each position.
Cartesian coordinates (Å):
1 H -2.206 -2.536 -0.895  N2 1.018
2 N -2.338 -2.027 -1.767  H1 1.018, C3 1.264
3 C -1.642 -0.977 -1.875  N2 1.264, C4 1.495, H12 1.136
4 C -0.824 -0.458 -0.737  C3 1.495, C5 1.422, C9 1.419
5 C -0.223 -1.423 0.118  C4 1.422, C6 1.454, H13 1.110
6 C 0.309 -1.077 1.427  C5 1.454, C7 1.338, H14 1.070
7 C 0.212 0.170 1.902  C6 1.338, C8 1.483, H15 1.031
8 C -0.414 1.206 1.046  C7 1.483, C9 1.453, N10 1.456, H16 1.086
9 C -0.871 0.890 -0.296  C4 1.419, C8 1.453, N10 1.441, H17 1.085
10 N 0.267 1.755 -0.118  C8 1.456, C9 1.441, C11 1.372
11 C 1.516 1.321 -0.486  N10 1.372, H18 1.163, H19 1.147, H20 1.111
12 H -1.714 -0.450 -2.879  C3 1.136
13 H -0.184 -2.511 -0.100  C5 1.110
14 H 0.590 -1.878 2.079  C6 1.070
15 H 0.417 0.361 2.895  C7 1.031
16 H -0.825 2.061 1.577  C8 1.086
17 H -1.637 1.595 -0.605  C9 1.085
18 H 1.630 0.189 -0.724  C11 1.163
19 H 1.741 1.847 -1.480  C11 1.147
20 H 2.314 1.661 0.207  C11 1.111

Summary:
Lowest unoccupied orbital energy in eV: -0.121
Kohn-Sham gap in eV: 8.5

=====

[2]
This record from the OMol25 dataset describes one molecule with the formula C8H10N2 at a distorted geometry. The level of theory is ωB97M-V with the def2-TZVPD basis set.

Bonds (Å) are listed after each position.
Cartesian coordinates (Å):
1 C -0.100 -1.180 2.788  C2 1.536, H11 1.112, H12 1.132, H13 1.132
2 C -0.162 -0.699 1.331  C1 1.536, N3 1.240, C10 1.517
3 N -1.099 0.071 1.073  C2 1.240, C4 1.378
4 C -1.600 0.637 -0.080  N3 1.378, C5 1.385, H14 1.130
5 C -1.255 1.253 -1.271  C4 1.385, C6 1.475, H15 1.084
6 C -0.148 1.674 -2.150  C5 1.475, C7 1.360, H16 1.102
7 C 1.120 1.195 -2.262  C6 1.360, N8 1.326, H17 1.068
8 N 1.514 0.520 -1.191  C7 1.326, C9 1.303
9 C 0.954 -0.588 -0.792  N8 1.303, C10 1.531, H18 1.066
10 C 1.103 -1.148 0.625  C2 1.517, C9 1.531, H19 1.144, H20 1.074
11 H -0.628 -2.151 2.912  C1 1.112
12 H -0.692 -0.340 3.264  C1 1.132
13 H 1.001 -1.227 3.050  C1 1.132
14 H -2.714 0.619 0.106  C4 1.130
15 H -2.114 1.650 -1.801  C5 1.084
16 H -0.631 2.325 -2.896  C6 1.102
17 H 1.849 1.632 -2.909  C7 1.068
18 H 0.576 -1.266 -1.522  C9 1.066
19 H 1.103 -2.291 0.584  C10 1.144
20 H 1.922 -0.683 1.141  C10 1.074

Summary:
Lowest unoccupied orbital energy in eV: 0.367
Kohn-Sham gap in eV: 7.9

=====

[3]
This record from the OMol25 dataset describes one molecule with the formula C8H10N2O3 at a distorted geometry. The level of theory is ωB97M-V with the def2-TZVPD basis set.

Bonds (Å) are listed after each position.
Cartesian coordinates (Å):
1 H 2.325 -2.869 0.197  N2 1.015
2 N 2.479 -1.874 0.070  H1 1.015, C3 1.240
3 C 1.485 -1.134 0.127  N2 1.240, O4 1.292, N11 1.640
4 O 0.250 -1.395 0.403  C3 1.292, C5 1.392
5 C -0.911 -0.671 0.142  O4 1.392, C6 1.387, C10 1.386
6 C -1.491 -0.755 -1.115  C5 1.387, C7 1.381, H15 1.080
7 C -2.764 -0.253 -1.301  C6 1.381, C8 1.386, H16 1.080
8 C -3.453 0.316 -0.242  C7 1.386, C9 1.384, H17 1.080
9 C -2.859 0.405 1.004  C8 1.384, C10 1.385, H18 1.079
10 C -1.583 -0.092 1.207  C5 1.386, C9 1.385, H19 1.079
11 N 1.869 0.448 -0.066  C3 1.640, C12 1.596, O13 1.262, O14 1.484
12 C 3.320 1.034 -0.380  N11 1.596, H20 1.081, H21 1.083, H22 1.081
13 O 1.000 0.987 -0.806  N11 1.262
14 O 1.684 0.854 1.350  N11 1.484, H23 0.971
15 H -0.942 -1.208 -1.927  C6 1.080
16 H -3.228 -0.326 -2.274  C7 1.080
17 H -4.459 0.681 -0.387  C8 1.080
18 H -3.395 0.847 1.829  C9 1.079
19 H -1.114 -0.059 2.179  C10 1.079
20 H 3.506 0.834 -1.426  C12 1.081
21 H 3.206 2.094 -0.189  C12 1.083
22 H 4.032 0.554 0.275  C12 1.081
23 H 1.042 1.581 1.329  O14 0.971

Summary:
Lowest unoccupied orbital energy in eV: 0.891
Kohn-Sham gap in eV: 9.5

=====

[4]
This record from the OMol25 dataset describes one molecule with the formula C8H10N2O3 at a distorted geometry. The level of theory is ωB97M-V with the def2-TZVPD basis set.

Bonds (Å) are listed after each position.
Cartesian coordinates (Å):
1 C 2.165 2.777 -1.068  O2 1.430, H14 1.102, H15 1.259, H16 1.128
2 O 2.018 1.364 -1.227  C1 1.430, C3 1.325
3 C 1.581 0.529 -0.295  O2 1.325, C4 1.355, C12 1.528
4 C 2.450 -0.149 0.492  C3 1.355, C5 1.453, H17 1.105
5 C 1.856 -1.033 1.481  C4 1.453, C6 1.336, H18 1.098
6 C 0.549 -1.292 1.578  C5 1.336, C7 1.457, H19 1.135
7 C -0.343 -0.704 0.587  C6 1.457, C8 1.580, C12 1.357
8 C -1.892 -0.967 0.751  C7 1.580, O9 1.215, N10 1.338
9 O -2.394 -1.036 1.856  C8 1.215
10 N -2.672 -1.011 -0.335  C8 1.338, N11 1.343, H20 0.976
11 N -2.418 -0.824 -1.641  N10 1.343, H21 1.035, H22 1.019
12 C 0.084 0.224 -0.305  C3 1.528, C7 1.357, O13 1.351
13 O -0.679 1.121 -0.968  C12 1.351, H23 0.966
14 H 1.188 3.166 -0.738  C1 1.102
15 H 2.750 2.877 0.043  C1 1.259
16 H 2.688 3.329 -1.901  C1 1.128
17 H 3.538 -0.338 0.441  C4 1.105
18 H 2.519 -1.590 2.156  C5 1.098
19 H 0.152 -1.833 2.494  C6 1.135
20 H -3.610 -0.914 -0.085  N10 0.976
21 H -1.898 0.068 -1.695  N11 1.035
22 H -1.905 -1.553 -2.135  N11 1.019
23 H -0.051 1.735 -1.370  O13 0.966

Summary:
Lowest unoccupied orbital energy in eV: 0.477
Kohn-Sham gap in eV: 9.4

=====

[5]
This record from the OMol25 dataset describes a 2-piece molecular cluster, C8H10N2OS overall at a distorted geometry. The level of theory is ωB97M-V with the def2-TZVPD basis set.

Bonds (Å) are listed after each position.
Cartesian coordinates (Å):
1 C 1.715 1.626 -1.310  C2 1.391, C3 1.410, H13 1.072
2 C 2.791 1.313 -0.487  C1 1.391, C4 1.435, H14 1.046
3 C 0.557 0.832 -1.187  C1 1.410, C5 1.448, H15 1.061
4 C 2.776 0.210 0.430  C2 1.435, C6 1.387, H16 1.085
5 C 0.472 -0.286 -0.271  C3 1.448, C6 1.462, C8 1.364
6 C 1.618 -0.534 0.602  C4 1.387, C5 1.462, O11 1.405
7 C -2.372 0.371 1.576  S12 1.701, H17 1.098
8 C -0.680 -1.013 -0.193  C5 1.364, N10 1.268, H18 1.111
9 N -2.629 -1.812 -1.045  N10 1.371, H19 0.992, H20 1.082
10 N -1.499 -1.044 -1.160  C8 1.268, N9 1.371
11 O 1.468 -1.577 1.531  C6 1.405, H22 0.989
12 S -3.018 1.881 1.134  C7 1.701, H21 1.384
13 H 1.727 2.419 -2.033  C1 1.072
14 H 3.683 1.853 -0.412  C2 1.046
15 H -0.160 0.875 -1.968  C3 1.061
16 H 3.546 -0.164 1.098  C4 1.085
17 H -1.357 0.555 1.948  C7 1.098
18 H -0.773 -1.663 0.704  C8 1.111
19 H -3.393 -1.264 -1.361  N9 0.992
20 H -2.730 -1.923 0.027  N9 1.082
21 H -4.047 1.265 0.444  S12 1.384
22 H 2.306 -1.916 1.931  O11 0.989

Summary:
Lowest unoccupied orbital energy (spin up / spin down) in eV: 0.448 / -1.471
Kohn-Sham gap (spin up / spin down) in eV: 7.9 / 6.5
Spin multiplicity: 3

=====

[6]
This record from the OMol25 dataset describes an isolated ion of composition C8H10N3O and charge +1 at a distorted geometry. The level of theory is ωB97M-V with the def2-TZVPD basis set.

Bonds (Å) are listed after each position.
Cartesian coordinates (Å):
1 C 3.101 -0.045 1.273  C2 1.520, H13 1.151, H14 1.095, H15 1.128
2 C 1.888 -0.917 0.995  C1 1.520, N3 1.279, C5 1.476
3 N 1.687 -2.175 1.111  C2 1.279, O4 1.251
4 O 0.728 -2.836 0.656  N3 1.251
5 C 0.717 -0.330 0.315  C2 1.476, N6 1.374, N12 1.312
6 N 0.497 1.025 0.283  C5 1.374, C7 1.273
7 C -0.585 1.418 -0.262  N6 1.273, C8 1.515, C9 1.387
8 C -0.760 2.922 -0.217  C7 1.515, H16 1.145, H17 1.160, H18 1.062
9 C -1.577 0.561 -0.715  C7 1.387, C10 1.415, H19 1.138
10 C -1.340 -0.834 -0.720  C9 1.415, C11 1.481, N12 1.326
11 C -2.189 -1.988 -1.096  C10 1.481, H20 1.143, H21 1.141, H22 1.079
12 N -0.135 -1.144 -0.260  C5 1.312, C10 1.326
13 H 3.978 -0.758 1.491  C1 1.151
14 H 3.213 0.535 0.352  C1 1.095
15 H 2.866 0.648 2.131  C1 1.128
16 H -1.627 3.229 0.466  C8 1.145
17 H 0.115 3.595 0.138  C8 1.160
18 H -1.117 3.249 -1.162  C8 1.062
19 H -2.563 0.831 -1.213  C9 1.138
20 H -3.283 -1.947 -0.766  C11 1.143
21 H -2.005 -2.276 -2.183  C11 1.141
22 H -1.610 -2.762 -0.617  C11 1.079

Summary:
Total charge: +1
Lowest unoccupied orbital energy (spin up / spin down) in eV: -7.138 / -6.621
Kohn-Sham gap (spin up / spin down) in eV: 7.2 / 7.6